Molecular formula: C4H10NO2P
Method: DFT, ωB97M-V with the def2-TZVPD basis set

- Highest occupied orbital energy: -9.5 eV
- Energy relative to the best compared isomer or geometry (same formula, charge and spin): 3.001 eV
- F_max: 0.087 hartree/bohr
- Frontier orbital gap: 10.0 eV

Element x y z (Å)
C -0.734 -1.100 0.570
C 0.194 -0.268 -0.269
N -0.621 0.448 -1.458
P 1.569 -1.334 -1.186
C 0.874 0.846 0.538
C -0.170 1.749 1.288
O 0.110 2.142 2.385
O -1.162 2.015 0.548
H -1.069 -1.914 -0.166
H -1.670 -0.809 0.901
H -0.411 -1.646 1.453
H 0.020 0.821 -2.079
H -1.295 -0.151 -2.046
H 0.555 -2.161 -1.561
H 1.695 -2.157 -0.012
H 1.614 1.520 0.038
H 1.558 0.482 1.341
H -1.058 1.516 -0.283

Atomic partial charges in e from the natural (NBO) method, atoms 1 to 8: number 1, C, carries -0.68; number 2, C, carries -0.05; number 3, N, carries -0.89; number 4, P, carries 0.30; number 5, C, carries -0.61; number 6, C, carries 0.80; number 7, O, carries -0.60; number 8, O, carries -0.68